[1]
72
Properties=species:S:1:pos:R:3:forces:R:3:mulliken_spin:R:1 method="wB97M-V/def2-TZVPD" e_lumo_ha="0.0950 / 0.0949" e_homo_ev="-4.59 / -4.59" orbital_gap_ev="7.18 / 7.18" s_squared=2.008 spin_multiplicity=3 total_charge=-1 fmax_ha_per_bohr=0.013
C -2.123 -3.898 1.341 -0.152 -0.175 -0.096 0.002
H -5.008 1.215 -3.496 0.038 -0.013 0.004 -0.001
H 1.674 1.072 3.166 -0.022 -0.064 -0.007 0.000
C -2.523 1.440 -1.972 0.018 -0.064 -0.087 0.017
H -1.249 -3.356 0.977 -0.109 0.073 0.008 -0.002
H 4.805 -0.376 -0.542 -0.010 -0.005 -0.013 -0.016
C 5.561 0.364 -0.281 -0.066 -0.030 0.020 0.028
H -4.068 -3.389 -2.664 0.022 0.013 0.047 0.004
H 6.810 2.598 0.471 0.017 0.017 0.001 0.001
H -5.696 -1.643 -2.660 0.057 -0.018 0.039 0.002
H 6.166 2.997 2.876 0.025 -0.015 0.014 0.002
H -3.773 -3.071 -4.380 0.008 0.008 -0.019 0.000
O -1.466 -2.938 3.514 0.116 0.046 -0.164 0.000
O -3.410 -1.891 -0.931 0.112 -0.369 0.080 0.540
H 5.894 2.395 -1.943 0.012 -0.017 -0.001 0.000
H 4.505 3.400 -1.505 -0.048 -0.007 0.015 0.004
H 1.228 0.850 1.487 -0.016 -0.011 -0.004 -0.002
H -3.200 0.381 -4.505 0.008 0.016 0.038 0.001
H 3.138 -0.815 1.327 -0.030 -0.008 0.005 -0.017
H 1.511 2.484 2.105 0.077 0.010 -0.082 0.002
H 4.244 1.797 -2.193 -0.003 -0.014 0.002 -0.005
N -3.155 -0.985 -1.788 -0.606 0.242 0.037 0.396
C -4.872 0.723 -1.388 -0.189 -0.049 -0.080 0.032
H 5.438 3.682 0.671 -0.062 -0.022 -0.026 0.003
N 3.534 1.698 0.386 0.329 0.385 0.395 0.435
H -1.936 0.074 0.340 0.008 0.002 0.007 0.005
H 6.303 0.380 -1.080 0.009 0.051 -0.002 0.002
C 5.638 2.259 2.267 -0.061 -0.040 -0.033 -0.023
H -1.481 1.121 -1.998 0.016 0.009 0.024 -0.010
N 0.748 -1.004 4.317 -0.148 -0.175 -0.206 0.000
H 6.069 0.030 0.619 -0.031 -0.008 0.038 0.001
H -5.428 0.103 -0.679 0.057 -0.047 0.010 0.004
C -3.466 -2.818 -3.364 -0.049 -0.129 -0.037 -0.002
C 1.845 1.449 2.157 -0.230 0.254 0.028 -0.014
O 2.823 2.693 0.023 -0.309 0.084 -0.237 0.525
H 3.751 3.208 2.676 -0.033 -0.014 -0.066 0.003
H -3.061 1.415 0.604 0.018 0.008 0.010 -0.001
H -0.074 -1.324 1.536 0.035 -0.062 0.001 0.000
H 0.373 -1.286 5.219 0.040 0.052 0.090 0.000
C 5.765 2.645 0.794 0.053 0.108 0.147 0.036
H -2.821 -1.198 -5.161 -0.044 -0.033 0.002 0.001
H -2.946 -3.740 0.638 0.118 -0.027 -0.015 0.004
C -5.418 0.482 -2.795 0.064 -0.011 0.023 -0.019
H -1.887 -4.967 1.338 0.119 0.033 0.064 0.000
C 3.314 1.291 1.815 -0.051 -0.515 0.106 -0.018
H 3.269 -0.458 3.042 -0.062 0.024 0.006 0.000
H -5.436 -1.077 -4.305 -0.026 -0.006 -0.012 0.000
C -2.520 -3.417 2.743 -0.093 -0.022 0.143 0.000
C 4.883 2.383 -1.531 0.029 0.106 -0.100 -0.004
C -5.118 -0.941 -3.267 -0.174 0.059 0.039 0.032
H -1.774 -0.492 -3.934 0.011 -0.014 0.001 -0.015
H -2.985 -4.268 3.267 -0.048 0.074 0.039 0.000
H -3.590 -0.257 0.820 -0.001 -0.025 0.001 0.004
C -3.637 -1.318 -3.165 0.273 0.061 -0.277 -0.011
C 4.934 1.762 -0.142 0.126 -0.355 -0.171 -0.018
C 3.647 -0.186 2.057 0.110 -0.016 -0.099 0.032
Ga -0.696 -1.276 3.027 0.259 0.242 0.175 0.000
H -5.023 1.763 -1.090 -0.018 0.016 0.008 0.000
C 4.173 2.198 2.698 0.158 0.152 0.042 0.040
H -1.762 -0.074 3.171 -0.111 -0.124 0.036 0.000
H -3.318 -2.658 2.644 0.034 0.040 -0.064 0.000
C -2.969 0.399 0.217 -0.043 0.024 0.026 -0.028
C -2.811 -0.603 -4.247 0.050 0.026 0.044 0.026
H 6.131 1.301 2.456 -0.022 -0.022 -0.024 0.000
C -3.383 0.397 -1.250 0.385 0.285 0.019 0.019
H 1.450 -1.712 4.113 0.053 -0.033 0.049 0.000
H -6.500 0.636 -2.794 -0.010 0.024 -0.025 0.002
H 4.710 -0.415 2.038 0.015 0.021 -0.013 0.002
H -2.845 1.656 -2.988 -0.012 -0.013 0.000 0.001
H 4.090 1.841 3.727 -0.005 0.006 0.027 0.000
H -2.572 2.375 -1.414 0.001 -0.012 0.048 0.000
H -2.423 -3.108 -3.230 0.012 0.010 0.003 -0.003

***

[2]
73
Properties=species:S:1:pos:R:3:forces:R:3:mulliken_spin:R:1 method="wB97M-V/def2-TZVPD" e_lumo_ha="-0.3650 / -0.3648" e_homo_ev="-17.03 / -17.05" orbital_gap_ev="7.09 / 7.13" s_squared=2.002 spin_multiplicity=3 total_charge=+3 fmax_ha_per_bohr=0.090
C -1.911 -3.177 -6.036 0.207 0.003 0.070 -0.001
C -1.010 -4.243 -6.202 -0.446 0.672 0.041 0.001
H -3.365 1.121 -1.491 -0.171 0.006 0.113 0.000
H -1.143 -4.943 -7.031 0.117 0.244 0.352 0.000
H -0.105 1.693 -4.427 -0.181 0.144 0.155 0.000
H -2.712 -3.022 -6.751 0.062 -0.053 0.129 0.000
H 0.597 3.613 -1.360 0.312 -0.151 -0.188 0.000
H -1.296 1.811 5.756 0.078 -0.217 0.058 0.000
H -2.760 3.939 0.128 0.269 -0.120 -0.164 0.000
C 1.461 -2.527 0.458 -0.279 -1.140 0.237 0.000
H 4.183 1.182 1.084 -0.163 -0.106 -0.344 0.000
S -0.737 -1.523 -2.552 -0.377 -1.185 -0.608 -0.002
H 1.964 -0.565 -3.093 0.041 0.204 -0.058 0.000
H -0.776 1.288 3.613 -0.060 -0.063 0.270 0.000
H 2.427 -0.784 2.972 0.128 0.029 0.104 0.000
H -0.406 -2.610 4.064 -0.263 0.111 0.287 0.000
H 0.790 -5.123 -5.505 0.216 -0.155 0.161 0.000
C -1.849 3.394 -0.156 0.316 -0.088 -0.036 0.000
H 1.434 -0.949 5.496 -0.510 -0.457 0.152 0.000
H 1.995 0.866 -4.148 0.149 -0.050 0.237 0.000
C 1.658 2.593 1.683 -0.368 0.226 -0.348 0.000
H 0.183 0.943 6.255 -0.374 0.081 -0.190 0.000
H -1.402 0.959 -3.453 0.032 0.219 -0.116 0.000
C -3.543 1.183 -0.411 0.277 -0.247 -0.065 -0.001
H -4.307 1.938 -0.196 0.064 -0.244 -0.161 0.000
P -1.989 1.660 0.449 -0.975 0.822 -0.399 -0.003
C 0.061 -4.353 -5.326 0.129 0.291 0.104 0.000
C -0.725 -2.466 -4.045 -0.670 -0.767 -0.534 -0.001
H -0.810 -2.391 -1.379 -0.539 -0.525 -1.953 -0.002
C -0.600 1.702 -3.449 -0.021 -0.319 0.094 0.000
S -1.367 -1.004 2.177 0.217 -0.457 0.483 0.002
H 1.334 3.215 0.848 0.083 0.014 0.105 0.000
C -2.762 2.078 2.071 0.418 -0.498 0.393 0.000
C 2.034 0.529 -3.105 -0.014 -0.093 -0.085 -0.001
H 0.934 2.705 2.497 0.083 -0.002 -0.132 0.000
H 2.633 2.941 2.043 -0.184 -0.079 -0.097 0.000
C 0.225 -3.464 -4.263 0.296 -0.271 0.140 0.001
H 1.615 0.634 3.662 0.333 -0.101 -0.293 0.000
H -0.185 -3.878 0.540 0.130 0.106 0.082 0.000
C -0.761 0.861 5.695 0.321 0.194 0.574 0.000
C -1.791 -2.307 -4.959 0.011 0.216 0.350 0.001
H 2.998 0.815 -2.670 -0.196 -0.052 -0.148 0.000
H -3.874 0.205 -0.041 -0.137 0.150 -0.103 0.000
H 2.372 -2.125 0.009 -0.212 -0.396 -0.402 0.000
H 3.309 0.752 3.135 -0.031 -0.024 -0.103 0.000
H 1.516 3.446 -2.886 0.009 -0.154 0.346 0.000
H -2.494 -1.486 -4.824 0.010 -0.310 -0.038 0.000
P 1.789 0.823 1.236 0.854 0.182 0.525 -0.003
P 0.664 1.314 -2.159 0.239 0.369 -0.550 -0.008
C 3.431 0.737 0.416 -0.122 -0.118 -0.096 -0.001
C 0.637 -1.699 5.675 -0.146 -0.071 0.235 0.000
N -0.321 -1.718 4.538 0.322 0.255 -0.998 0.000
H 0.117 -1.507 6.635 0.424 -0.101 -0.616 0.000
N -0.516 0.570 4.278 -0.937 -1.281 -1.295 -0.001
H 3.434 1.245 -0.553 0.104 -0.075 0.209 0.000
H 1.353 -2.248 1.515 -0.279 0.001 -0.413 0.000
H -1.035 2.691 -3.263 0.115 -0.251 -0.082 0.000
H 1.074 -2.709 5.716 -0.097 0.511 0.044 0.000
H -3.686 2.640 1.880 0.306 -0.103 0.034 0.000
C -0.664 -0.684 3.758 0.571 0.310 1.117 -0.001
Tm -0.257 -0.696 -0.335 0.615 3.372 3.137 2.019
H -0.985 3.878 0.319 -0.252 -0.005 -0.170 0.000
H 0.769 -3.999 -1.016 0.202 0.435 0.156 0.000
C 0.641 -3.489 -0.057 0.821 0.576 0.439 -0.002
C 2.340 0.304 2.910 -0.400 -0.558 0.116 0.001
H 1.082 -3.558 -3.600 -0.122 -0.074 -0.119 0.000
H 3.679 -0.321 0.255 0.123 0.295 0.016 0.000
H 2.268 2.953 -1.332 -0.177 0.149 -0.138 0.000
H -3.003 1.162 2.629 -0.016 0.360 -0.143 0.000
H -1.363 0.065 6.148 0.003 0.307 -0.177 0.000
H -1.733 3.420 -1.245 -0.038 0.090 0.234 0.000
H -2.086 2.705 2.670 -0.190 -0.044 -0.110 0.000
C 1.331 2.996 -1.897 -0.062 0.061 0.171 0.001

***

[3]
73
Properties=species:S:1:pos:R:3:forces:R:3:lowdin_charge:R:1 method="wB97M-V/def2-TZVPD" e_lumo_ha=-0.4328 e_homo_ev=-16.89 orbital_gap_ev=5.12 total_charge=+3 fmax_ha_per_bohr=0.035
H -5.157 -0.232 -1.474 0.345 0.011 0.040 0.078
H 4.125 -0.415 -4.694 -0.455 0.184 -0.246 0.128
H -1.909 3.830 -1.355 0.288 0.006 -0.056 0.058
O -0.540 0.066 2.399 -0.101 0.018 -0.475 -0.510
H 2.192 -0.516 4.795 -0.104 0.006 -0.317 0.077
C 1.470 3.315 0.311 0.207 -0.528 0.050 -0.226
H 1.998 -3.995 -0.120 -0.058 0.275 0.158 0.071
H -0.864 -2.261 4.215 0.004 0.224 0.164 0.034
H 1.160 0.970 -7.550 0.089 0.143 -0.053 0.129
H 0.090 -4.674 -1.235 -0.264 0.225 0.027 0.072
H 4.270 1.312 0.829 0.426 -0.381 -0.207 0.042
H -5.071 1.186 0.725 0.385 -0.143 -0.108 0.084
C 2.741 0.259 -6.251 0.160 -0.139 -0.113 -0.001
H -1.000 4.557 1.495 -0.007 -0.173 -0.038 0.083
H 3.533 0.355 -7.000 -0.372 -0.007 0.243 0.137
H -0.720 3.056 2.429 -0.153 0.067 -0.298 0.028
H -2.206 3.237 1.456 0.356 0.128 0.032 0.027
H 4.433 -0.507 1.207 0.293 0.387 -0.344 0.048
Se -0.714 -0.848 -3.413 0.630 0.723 0.053 0.810
C -3.977 1.314 0.740 0.669 0.281 0.235 -0.235
H -3.743 -1.011 -2.265 -0.210 0.195 0.031 0.037
C -0.117 1.475 4.765 0.034 -0.132 0.056 -0.169
H 0.436 2.283 4.271 -0.093 -0.157 0.127 0.049
C 4.504 0.302 0.466 -0.507 -0.499 -1.404 -0.082
H -3.487 -2.475 0.373 -0.216 0.183 0.079 0.042
H -1.765 -3.041 1.803 0.281 -0.228 0.013 0.023
C 2.075 -0.371 -3.993 0.944 -0.401 -0.806 -0.104
H 1.675 3.441 1.382 -0.021 -0.039 -0.292 0.066
H -0.162 -3.515 2.431 -0.187 0.104 -0.337 0.048
C -0.811 -1.324 4.781 0.065 0.096 0.080 -0.157
H -0.161 -3.202 -2.240 -0.031 -0.425 0.480 -0.026
H 4.714 0.841 -1.590 0.177 -0.255 0.189 0.050
C -0.446 -3.717 -1.306 -0.120 0.296 -0.231 -0.274
H -1.532 -3.893 -1.331 0.300 -0.014 -0.009 0.061
C -1.135 3.467 1.500 -0.184 -0.168 0.220 -0.224
H -0.259 -1.501 5.716 -0.187 0.039 -0.236 0.077
C 1.777 -0.467 3.777 -0.078 -0.002 0.085 -0.162
H 1.615 4.265 -0.217 -0.030 -0.190 0.173 0.071
H -1.017 -4.580 1.286 0.121 0.307 -0.073 0.081
C 4.719 0.036 -0.852 -0.662 0.379 1.646 -0.076
Bi -0.330 -0.018 -0.773 0.060 0.481 1.746 1.026
C -4.078 -0.152 -1.669 0.662 0.060 -0.232 -0.258
P -0.013 -2.682 0.145 0.218 -1.018 -0.287 0.725
P 0.016 -0.050 3.804 0.207 -0.042 0.185 0.537
P -0.252 2.769 0.077 -0.644 0.428 -0.429 0.704
P -3.161 -0.103 -0.085 -1.531 -0.074 0.054 0.736
H -1.171 1.757 4.869 0.208 -0.022 -0.019 0.067
H -4.979 -1.533 0.688 0.371 0.140 -0.067 0.081
C 0.433 0.472 -5.603 -0.646 -0.010 -0.437 -0.106
C 3.086 -0.196 -4.967 -0.799 0.028 1.268 -0.025
H -3.618 -1.495 1.858 -0.081 -0.008 -0.261 0.056
H 1.972 -3.170 1.469 -0.053 0.113 -0.357 0.052
C -3.882 -1.540 0.793 0.658 -0.232 0.248 -0.235
H 1.209 0.416 0.154 -0.255 -0.889 -0.653 -0.077
H -3.632 1.381 1.780 -0.121 -0.004 -0.233 0.056
H -3.721 2.247 0.221 -0.166 -0.234 0.102 0.042
H 2.172 2.575 -0.097 -0.017 0.184 0.076 0.022
C 1.423 0.604 -6.569 0.086 -0.090 0.523 -0.022
H 2.315 -0.680 -2.958 -0.069 -0.045 -0.822 0.093
H 2.386 -2.247 -0.007 -0.015 -0.266 0.115 0.030
C -0.818 3.710 -1.375 -0.013 0.004 -0.081 -0.253
C -0.816 -3.531 1.548 -0.431 0.339 0.323 -0.222
H -0.329 4.691 -1.356 -0.300 -0.096 -0.128 0.065
H -0.600 0.807 -5.786 0.565 -0.336 -0.097 0.120
H -3.876 0.772 -2.227 -0.115 -0.246 0.002 0.059
H -0.530 3.183 -2.297 -0.076 0.244 0.196 0.045
H 0.310 1.322 5.768 -0.142 0.066 -0.295 0.078
C 1.760 -3.055 0.397 0.205 0.485 -0.044 -0.221
H 4.855 -0.990 -1.205 0.180 0.353 0.112 0.051
H 2.313 0.305 3.206 -0.077 -0.216 0.132 0.051
C 0.738 -0.161 -4.389 0.177 0.378 0.753 -0.652
H 1.910 -1.443 3.289 0.022 0.259 0.129 0.041
H -1.825 -0.988 5.030 0.199 -0.132 -0.058 0.069